Entry 1:
Here is the ion C5H12NO with charge +1 from the Open Molecules 2025 dataset. Energies are from ωB97M-V/def2-TZVPD.

```
19
Properties=species:S:1:pos:R:3
C -1.900 0.254 -1.465
O -1.462 -0.406 -2.660
C -1.101 -0.249 -0.257
C 0.342 0.211 -0.415
C 1.182 -0.017 0.799
C 2.282 -0.754 0.777
N 0.804 0.710 2.019
H -1.859 1.301 -1.764
H -2.950 0.019 -1.273
H -1.612 -1.357 -2.561
H -1.289 -1.326 -0.147
H -1.606 0.075 0.669
H 0.826 -0.253 -1.268
H 0.312 1.275 -0.744
H 2.588 -1.058 -0.211
H 3.049 -1.106 1.471
H 1.422 1.520 2.166
H 1.150 0.175 2.826
H -0.178 0.984 2.039
```

energy relative to the best compared isomer or geometry (same formula, charge and spin) = 1.546 eV
net charge = +1
SMILES string = C=C([NH3+])CCCO
HOMO energy = -0.4980 hartree
E_LUMO = -0.1401 hartree

Atomic partial charges in e from the Löwdin method, atoms 1 to 4: C -0.253; O -0.064; C -0.178; C -0.154

Entry 2:
Here is a cluster of 3 separate species, C4H10N2O2 in total from the Open Molecules 2025 dataset. Energies are from ωB97M-V/def2-TZVPD.

```
18
Properties=species:S:1:pos:R:3
C 1.159 1.222 0.950
C 1.215 0.324 -0.170
C 2.057 -0.765 -0.370
N 1.509 -1.472 -1.563
C 0.311 -0.995 -1.879
N 0.163 0.237 -1.066
H 1.791 2.120 0.618
H 0.260 1.478 1.463
H 1.804 0.972 1.796
H 3.072 -1.016 -0.073
H -0.458 -1.150 -2.669
H -0.622 0.904 -1.080
H -0.760 -0.645 2.055
H -2.142 -1.605 2.055
O -1.823 -0.648 1.910
H -3.361 0.688 0.918
H -2.074 1.324 0.449
O -2.885 1.507 0.801
```

energy relative to the best compared isomer or geometry (same formula, charge and spin) = 2.968 eV
net charge = -1
2S+1 = 2
HOMO energy (alpha / beta) = 0.0231 / -0.2022 hartree
⟨S²⟩ = 0.75
E_LUMO (alpha / beta) = 0.1437 / 0.1309 hartree

Atomic partial charges in e from the Löwdin method, atoms 1 to 4: C -0.166; C -0.416; C -0.097; N -0.013

Entry 3:
Here is a structure of composition C36H38BaCl2N7O4P2 from the Open Molecules 2025 dataset. Energies are from ωB97M-V/def2-TZVPD.

```
90
Properties=species:S:1:pos:R:3
Ba 0.229 1.208 0.560
Cl -2.654 3.410 7.011
C -1.517 2.743 5.871
C -1.928 2.546 4.561
C -1.059 2.017 3.607
N -1.364 1.882 2.254
C -2.441 2.411 1.662
O -3.474 2.872 2.153
C -2.252 2.444 0.080
C -3.383 3.310 -0.528
C -4.503 2.574 -1.185
C -4.445 1.263 -1.375
C -3.253 0.518 -0.958
N -2.269 0.992 -0.317
C 0.261 1.642 4.004
C 0.647 1.870 5.321
C -0.231 2.415 6.249
Cl 0.331 2.665 7.881
N 1.123 1.165 2.997
C 2.226 0.488 3.297
O 2.709 0.143 4.384
C 3.073 0.082 2.094
C 4.322 0.683 1.930
C 5.160 0.231 0.930
C 4.736 -0.823 0.130
C 3.475 -1.345 0.348
N 2.642 -0.898 1.293
H -2.927 2.820 4.263
H -3.767 3.963 0.256
H -5.347 3.154 -1.544
H -5.244 0.718 -1.864
H -3.214 -0.538 -1.232
H 1.641 1.595 5.634
H 4.615 1.478 2.603
H 6.133 0.683 0.779
H 5.363 -1.225 -0.654
H 3.095 -2.149 -0.274
C -0.927 -2.434 -2.507
P 0.886 -2.534 -2.251
C 1.708 -1.084 -3.052
N 3.003 -1.321 -3.056
C 3.864 -0.325 -3.365
C 5.255 -0.577 -3.428
C 6.117 0.458 -3.649
C 5.635 1.780 -3.812
C 4.296 2.040 -3.774
C 3.384 0.978 -3.567
N 2.050 1.215 -3.606
C 1.209 0.227 -3.420
P -0.591 0.643 -3.668
C -0.518 2.460 -3.531
C -0.724 0.400 -5.539
C -1.007 -1.078 -5.806
C -1.934 1.218 -6.002
C 0.514 0.832 -6.321
C 1.456 -4.015 -3.295
C 0.367 -5.088 -3.257
C 2.709 -4.558 -2.595
C 1.804 -3.716 -4.752
H -1.353 -3.306 -2.007
H -1.284 -2.395 -3.534
H -1.289 -1.549 -1.986
H 5.600 -1.593 -3.283
H 7.183 0.274 -3.694
H 6.339 2.585 -3.974
H 3.896 3.036 -3.909
H -1.520 2.848 -3.711
H 0.202 2.923 -4.205
H -0.295 2.733 -2.497
H -1.962 -1.379 -5.369
H -0.227 -1.716 -5.389
H -1.051 -1.263 -6.884
H -2.810 1.031 -5.375
H -2.188 0.936 -7.028
H -1.729 2.287 -5.987
H 1.357 0.161 -6.141
H 0.830 1.842 -6.058
H 0.295 0.811 -7.394
H 0.095 -5.359 -2.235
H 0.744 -5.991 -3.747
H -0.537 -4.776 -3.782
H 2.500 -4.829 -1.559
H 3.503 -3.809 -2.593
H 3.073 -5.448 -3.119
H 0.958 -3.308 -5.306
H 2.098 -4.651 -5.240
H 2.635 -3.018 -4.832
O -2.965 5.333 -1.465
N -2.792 4.161 -1.629
O -1.038 2.968 -0.265
```

energy relative to the best compared isomer or geometry (same formula, charge and spin) = 4.025 eV
net charge = -1
HOMO energy = -0.1535 hartree
E_LUMO = 0.0372 hartree

Atomic partial charges in e from the Löwdin method, atoms 1 to 4: Ba 1.909; Cl 0.612; C -0.694; C -0.047